C41H52BrN6O12P3Y | wB97M-V/def2-TZVPD

The calculated total energy is -175833.561 eV. Its net charge is -1. As for the gap between HOMO and LUMO: 6.6 eV.

The geometry in XYZ format:
```
116
Properties=species:S:1:pos:R:3:forces:R:3:mulliken_charge:R:1
Y -0.191 -0.242 0.342 0.5415 0.6883 0.1295 -0.90
Br 5.258 4.265 3.117 0.0254 0.0136 0.0140 -0.26
C 3.644 3.443 2.542 0.0005 -0.0197 -0.1120 -0.53
C 2.667 3.103 3.481 -0.0324 0.0072 0.0796 -0.56
C 1.484 2.536 3.078 -0.0261 0.0700 -0.0834 -0.93
C 1.221 2.265 1.710 0.0025 0.0309 -0.0273 -0.51
O 0.080 1.816 1.324 -0.1462 -0.1848 0.0219 0.49
C 2.265 2.548 0.786 0.0149 -0.0803 -0.0258 1.19
C 2.197 2.173 -0.601 -0.0485 0.0676 0.0493 -1.19
N 1.401 1.312 -1.131 0.0316 -0.0448 0.0603 1.84
C 1.537 1.052 -2.504 0.0128 0.0035 -0.0104 -0.88
C 2.684 1.239 -3.242 -0.0336 -0.0075 0.0319 -0.21
C 2.709 1.006 -4.632 0.0116 0.0081 0.0235 -1.11
C 1.595 0.578 -5.292 0.0009 -0.0082 -0.0294 -0.93
C 0.414 0.309 -4.561 -0.0123 -0.0019 -0.0443 1.25
C -0.763 -0.185 -5.172 0.0115 -0.0035 0.0122 -1.41
C -1.849 -0.475 -4.401 0.0132 0.0223 0.0523 -1.31
C -1.739 -0.317 -3.002 -0.0221 -0.0117 -0.0632 -0.76
N -0.670 0.134 -2.406 -0.0893 0.1289 0.1586 1.45
C 0.393 0.505 -3.164 0.0618 -0.0071 -0.0633 -0.18
C 3.448 3.168 1.214 0.0202 0.0345 0.0777 -0.72
H 2.849 3.290 4.531 0.0052 -0.0018 -0.0070 0.43
H 0.723 2.263 3.798 0.0091 -0.0048 0.0013 0.38
H 2.925 2.694 -1.232 -0.0135 -0.0170 -0.0242 0.35
H 3.595 1.555 -2.753 -0.0028 -0.0089 -0.0026 0.63
H 3.632 1.176 -5.172 -0.0067 -0.0045 -0.0098 0.38
H 1.604 0.413 -6.363 0.0025 0.0091 0.0057 0.44
H -0.778 -0.329 -6.247 -0.0087 -0.0015 0.0034 0.41
H -2.770 -0.851 -4.827 0.0084 -0.0037 -0.0063 0.53
H -2.551 -0.616 -2.352 -0.0524 0.0083 0.0471 0.60
H 4.221 3.396 0.489 0.0049 0.0028 0.0082 0.49
C -2.503 1.325 3.255 -0.0031 0.0453 0.0174 -1.10
P -2.768 0.540 1.633 -0.1437 0.0301 -0.0661 1.76
C -4.044 -0.709 2.002 -0.0652 0.0062 -0.0104 -0.82
C -3.805 1.831 0.810 -0.1078 -0.0360 0.0468 -1.37
C -2.998 3.088 0.483 0.0303 0.1188 -0.0092 -1.17
P -1.784 2.731 -0.854 0.0214 -0.3402 0.0328 1.95
C -2.837 3.045 -2.332 -0.0710 0.1237 -0.0391 -1.55
C -0.770 4.253 -0.843 -0.0236 0.1130 0.0145 -1.52
H -3.406 1.840 3.596 0.0002 -0.0268 0.0243 0.49
H -1.675 2.028 3.169 -0.0188 0.0157 0.0014 0.09
H -2.220 0.550 3.964 0.0312 -0.0193 -0.0144 0.17
H -4.924 -0.246 2.457 0.0092 -0.0237 0.0272 0.64
H -3.626 -1.454 2.676 0.0419 -0.0196 0.0044 0.07
H -4.339 -1.220 1.084 0.0207 0.0307 0.0505 -0.11
H -4.654 2.063 1.464 0.0146 0.0316 -0.0103 0.70
H -4.225 1.396 -0.105 0.0052 -0.0106 0.0035 0.13
H -2.430 3.408 1.361 0.0118 -0.0073 -0.0179 0.32
H -3.650 3.920 0.195 0.0067 -0.0071 0.0067 0.62
H -3.286 4.043 -2.329 0.0062 -0.0117 -0.0080 0.45
H -3.638 2.304 -2.377 0.0067 -0.0032 0.0129 0.31
H -2.237 2.931 -3.238 0.0095 -0.0047 0.0034 0.34
H -1.384 5.157 -0.775 0.0191 -0.0044 -0.0016 0.48
H -0.175 4.304 -1.757 0.0141 -0.0285 -0.0009 0.35
H -0.087 4.213 0.006 -0.0132 -0.0052 0.0021 0.21
O 3.742 -0.587 2.244 -0.0264 -0.0699 0.0331 -0.83
C 2.551 -0.847 2.112 -0.0738 -0.0523 0.0000 -0.70
O 1.834 -0.466 1.116 0.2086 -0.0398 -0.0247 0.65
C 1.846 -1.745 3.101 0.0562 -0.0132 -0.0359 1.09
C 2.618 -2.665 3.765 -0.1148 0.0551 -0.0196 -0.66
C 2.033 -3.592 4.625 0.0524 -0.0894 0.0822 -0.82
C 0.668 -3.582 4.854 0.0984 0.1195 -0.1266 -0.29
C -0.100 -2.630 4.224 -0.1465 0.0406 -0.0755 -0.54
C 0.416 -1.672 3.283 0.0530 0.0833 0.0675 0.00
O -0.314 -0.830 2.674 -0.0369 -0.2484 -0.3788 -0.29
N -1.518 -2.658 4.572 0.0386 0.0113 0.3433 1.21
O -2.110 -1.597 4.681 0.0003 -0.0968 -0.1790 -0.67
O -2.017 -3.738 4.843 -0.0082 0.0981 -0.1472 -0.72
N 2.851 -4.587 5.287 -0.0071 -0.0948 -0.0404 1.05
O 4.046 -4.618 5.032 -0.0685 0.0349 0.0364 -0.66
O 2.310 -5.365 6.063 0.0373 0.0917 -0.0439 -0.68
H 3.686 -2.657 3.600 0.0050 -0.0166 0.0148 0.63
H 0.208 -4.299 5.514 -0.0034 -0.0240 0.0175 0.61
C 0.741 -4.940 1.245 0.0184 -0.0039 0.0045 -1.35
C -0.310 -5.385 0.238 -0.0261 0.1326 -0.1021 1.88
C 0.348 -6.164 -0.893 -0.0305 0.0175 -0.0386 -1.65
C -1.406 -6.217 0.887 0.0157 -0.0333 0.0446 -1.78
O -0.866 -4.203 -0.424 -0.0239 -0.2120 0.0406 0.56
P -1.897 -3.177 0.270 0.1070 0.1528 0.1295 -1.04
O -1.814 -3.190 1.740 -0.0265 -0.1163 -0.0646 -0.73
O -1.635 -1.856 -0.456 -0.1965 -0.3189 0.1075 1.65
O -3.348 -3.739 -0.141 -0.0334 0.0300 -0.1974 -0.32
C -4.041 -3.661 -1.403 0.0006 -0.0898 0.1582 2.02
C -3.101 -3.688 -2.602 0.0297 0.0579 -0.0394 -1.28
C -4.889 -2.394 -1.391 -0.0308 -0.0131 -0.0303 -1.26
C -4.937 -4.893 -1.423 -0.0071 0.0071 0.0127 -1.96
H 1.277 -5.808 1.640 -0.0384 0.0030 -0.0123 0.63
H 0.278 -4.407 2.072 -0.0207 0.0433 0.0188 0.07
H 1.466 -4.282 0.759 -0.0110 0.0202 0.0087 0.13
H 0.782 -7.090 -0.513 -0.0135 0.0186 0.0169 0.43
H 1.144 -5.565 -1.335 0.0423 0.0350 -0.0512 0.22
H -0.386 -6.411 -1.664 -0.0004 0.0015 0.0046 0.33
H -0.961 -7.112 1.329 -0.0039 0.0219 -0.0183 0.50
H -2.144 -6.530 0.144 -0.0025 0.0352 0.0091 0.30
H -1.903 -5.654 1.675 -0.0239 0.0271 -0.0001 0.23
H -2.464 -2.805 -2.617 0.0081 -0.0473 0.0209 -0.04
H -3.694 -3.705 -3.521 0.0172 -0.0157 0.0250 0.56
H -2.466 -4.573 -2.575 0.0100 -0.0300 0.0210 0.10
H -4.259 -1.524 -1.212 0.0740 0.0673 -0.0347 -0.25
H -5.625 -2.448 -0.587 0.0158 -0.0002 -0.0080 0.39
H -5.417 -2.269 -2.339 0.0216 -0.0069 0.0143 0.44
H -4.329 -5.799 -1.421 -0.0007 -0.0007 -0.0012 0.38
H -5.573 -4.895 -2.311 0.0118 0.0102 0.0007 0.41
H -5.571 -4.901 -0.536 0.0105 -0.0126 -0.0041 0.37
C 1.678 -4.134 -3.878 0.0105 -0.0376 0.0367 -0.92
N 1.808 -3.234 -2.755 -0.0336 -0.0331 0.1001 0.58
C 2.958 -2.933 -2.056 0.0459 0.0388 -0.0349 -1.46
C 2.601 -2.005 -1.126 0.0763 0.1522 -0.0776 -0.99
N 1.258 -1.724 -1.248 -0.0516 -0.4025 0.1512 2.63
C 0.821 -2.496 -2.214 -0.0285 0.1017 -0.0738 -1.01
H 2.413 -4.932 -3.787 -0.0035 -0.0050 -0.0049 0.37
H 1.833 -3.610 -4.822 -0.0002 -0.0075 0.0026 0.26
H 0.685 -4.581 -3.866 -0.0106 0.0213 -0.0198 0.33
H 3.901 -3.399 -2.285 -0.0197 0.0145 0.0179 0.49
H 3.206 -1.503 -0.387 -0.0123 -0.0422 -0.0048 0.61
H -0.202 -2.565 -2.545 -0.0162 -0.0208 0.0112 -0.16
```
Positions in Å, forces in eV/Å.

C41H53BrCl4FeI2N3O4Si | wB97M-V/def2-TZVPD

The calculated total energy is -234640.150 eV. Its spin multiplicity is 2. As for the gap between HOMO and LUMO (alpha / beta): 6.7 / 6.9 eV. Its expectation value of S² is 0.801.

The geometry in XYZ format:
```
110
Properties=species:S:1:pos:R:3:forces:R:3:mulliken_spin:R:1
Fe -0.338 1.323 0.189 -0.4385 1.0577 0.4907 1.05
I -0.186 1.686 -4.954 -0.0007 -0.0002 -0.0284 0.00
C -1.766 1.311 -3.658 0.0752 0.0222 0.0370 0.00
C -3.074 1.167 -4.158 -0.0345 -0.0134 0.0946 0.00
C -4.135 0.915 -3.328 0.0403 0.0070 -0.0367 0.00
I -6.039 0.707 -4.157 0.0068 -0.0017 0.0078 0.00
C -3.928 0.801 -1.929 -0.0619 -0.0273 -0.0468 0.00
C -4.914 0.528 -0.954 0.0423 -0.0052 0.0773 0.00
C -4.566 0.440 0.368 -0.0693 -0.0086 -0.0446 0.00
C -3.229 0.632 0.750 0.0145 0.0270 0.0645 0.01
N -2.304 0.895 -0.139 0.4361 -0.1510 0.0441 -0.04
C -2.616 0.966 -1.457 0.1085 0.0331 0.0702 0.00
C -1.487 1.203 -2.305 -0.0590 -0.1396 -0.2000 0.00
O -0.306 1.272 -1.774 0.0494 0.2260 0.3141 0.02
H -3.234 1.257 -5.223 0.0057 0.0005 -0.0092 0.00
H -5.941 0.383 -1.263 -0.0020 0.0028 -0.0022 0.00
H -5.303 0.223 1.128 -0.0137 -0.0010 -0.0189 0.00
H -2.902 0.570 1.782 -0.0074 -0.0016 -0.0468 0.00
Cl 3.319 4.525 4.781 0.0207 0.0110 -0.0112 0.00
C 2.126 3.563 3.989 -0.1956 -0.0609 0.2519 0.01
C 0.998 3.132 4.691 0.2770 0.1540 -0.0434 0.00
Cl 0.780 3.564 6.348 -0.0100 -0.0020 0.0080 0.00
C 0.041 2.353 4.042 -0.1073 -0.1243 -0.1684 0.00
Cl -1.395 1.818 4.842 -0.0072 -0.0039 0.0233 0.00
C 0.213 1.997 2.714 0.1444 0.1206 0.1203 0.01
O -0.641 1.249 2.019 -0.1590 -0.1579 -0.5727 0.02
C 1.333 2.446 1.992 0.0378 0.1881 0.0614 0.00
O 1.384 2.112 0.727 -0.0631 -0.3121 -0.3029 -0.03
C 2.288 3.226 2.647 -0.0830 -0.1083 -0.2232 -0.01
Cl 3.646 3.762 1.724 0.0242 0.0238 0.0067 0.00
C -1.410 -4.488 2.452 0.0171 -0.0043 -0.0399 0.00
C -0.097 -4.645 1.662 -0.0030 0.0420 0.0233 0.00
C 0.992 -3.988 2.531 0.0078 -0.0123 -0.0355 0.00
C 0.211 -6.145 1.556 0.0084 -0.0163 -0.0048 0.00
Si -0.188 -3.827 -0.084 -0.2479 0.0466 -0.0243 0.00
Br -0.785 -1.672 0.429 0.0918 -0.3345 0.1161 0.00
C -1.676 -4.390 -1.190 -0.0136 -0.0269 0.0012 0.00
C -3.002 -4.374 -0.412 0.0232 0.0278 0.0118 0.00
C -1.861 -3.452 -2.397 0.0202 -0.0362 -0.0300 0.00
C -1.497 -5.816 -1.738 0.0272 -0.0084 -0.0035 0.00
C 1.469 -3.693 -1.037 0.0830 0.0608 0.0234 0.00
C 1.316 -2.763 -2.254 0.0400 -0.0474 -0.0477 0.00
C 2.564 -3.093 -0.138 -0.0302 -0.0147 0.0249 0.00
C 1.986 -5.050 -1.540 0.0243 0.0044 0.0172 0.00
H -1.232 -4.818 3.479 -0.0019 -0.0040 -0.0015 0.00
H -2.214 -5.100 2.058 -0.0476 -0.0185 -0.0438 0.00
H -1.749 -3.453 2.494 0.0014 0.0189 -0.0036 0.00
H 0.868 -4.334 3.562 -0.0038 -0.0047 0.0030 0.00
H 0.918 -2.899 2.538 0.0034 0.0080 0.0016 0.00
H 1.996 -4.264 2.223 0.0156 0.0051 -0.0186 0.00
H 0.275 -6.568 2.564 0.0051 -0.0153 -0.0011 0.00
H 1.164 -6.340 1.061 -0.0195 -0.0025 0.0017 0.00
H -0.570 -6.691 1.024 0.0177 0.0037 0.0079 0.00
H -3.173 -3.433 0.114 0.0111 0.0038 0.0129 0.00
H -3.066 -5.191 0.303 0.0039 -0.0102 0.0372 0.00
H -3.822 -4.510 -1.124 -0.0010 0.0048 -0.0014 0.00
H -1.875 -2.398 -2.118 -0.0043 0.0290 0.0158 0.00
H -2.821 -3.681 -2.871 -0.0047 -0.0097 0.0011 0.00
H -1.092 -3.594 -3.153 -0.0500 0.0112 0.0263 0.00
H -1.407 -6.562 -0.947 0.0144 0.0120 -0.0142 0.00
H -0.633 -5.907 -2.395 -0.0295 0.0055 0.0118 0.00
H -2.380 -6.076 -2.332 -0.0039 -0.0116 0.0067 0.00
H 0.841 -1.813 -2.008 -0.0160 0.0234 0.0057 0.00
H 0.762 -3.237 -3.062 0.0469 0.0221 0.0203 0.00
H 2.316 -2.538 -2.642 0.0003 -0.0005 0.0076 0.00
H 2.237 -2.185 0.369 0.0220 -0.0437 0.0252 0.00
H 3.424 -2.824 -0.761 -0.0107 0.0040 -0.0171 0.00
H 2.921 -3.808 0.600 0.0063 -0.0076 -0.0073 0.00
H 1.313 -5.527 -2.250 0.0049 0.0111 -0.0038 0.00
H 2.180 -5.750 -0.726 -0.0067 -0.0018 -0.0149 0.00
H 2.937 -4.883 -2.057 0.0090 -0.0221 0.0027 0.00
C 2.995 1.122 -2.122 -0.0062 -0.1313 -0.0185 0.00
C 2.860 0.361 -0.831 0.1373 0.2178 -0.0506 0.00
O 1.789 -0.065 -0.458 -0.1212 -0.3377 -0.0325 -0.01
C 4.066 0.178 0.028 0.0143 0.0454 -0.0182 0.00
C 5.358 0.196 -0.488 -0.0099 -0.0044 0.0114 0.00
C 6.446 0.029 0.356 -0.0027 0.0079 0.0285 0.00
C 6.246 -0.127 1.721 -0.0140 0.0016 -0.0163 0.00
C 4.958 -0.123 2.242 0.0184 -0.0035 -0.0131 0.00
C 3.872 0.021 1.397 -0.0734 -0.0358 0.0642 0.00
H 2.002 1.335 -2.511 0.0215 0.0156 0.0172 0.00
H 3.540 0.516 -2.851 0.0106 0.0065 -0.0027 0.00
H 3.563 2.038 -1.963 -0.0111 0.0284 0.0075 0.00
H 5.520 0.330 -1.550 -0.0098 0.0047 -0.0165 0.00
H 7.449 0.031 -0.050 0.0038 -0.0045 0.0033 0.00
H 7.096 -0.243 2.380 0.0049 0.0039 0.0014 0.00
H 4.803 -0.225 3.309 0.0021 0.0001 0.0070 0.00
H 2.859 0.041 1.783 0.0464 -0.0300 -0.0250 0.00
C -0.226 5.695 -2.151 -0.0156 -0.0014 0.0009 0.00
C 0.176 5.756 -0.680 0.0142 0.0798 -0.0301 0.00
N -0.902 5.472 0.267 0.0251 0.0397 -0.0958 0.00
C -1.702 6.589 0.761 0.0101 0.0673 0.0211 0.00
C -2.949 6.874 -0.069 0.0138 -0.0088 -0.0101 0.00
C -1.224 4.194 0.549 0.0362 -0.2240 0.0721 0.02
C -2.209 3.927 1.651 0.0102 0.0635 -0.0978 0.00
N -0.690 3.209 -0.107 -0.0974 -0.1641 0.1387 -0.05
H 0.631 5.953 -2.775 0.0071 -0.0115 -0.0033 0.00
H -1.026 6.402 -2.370 0.0113 0.0093 -0.0051 0.00
H -0.567 4.703 -2.451 -0.0102 -0.0020 0.0049 0.00
H 0.550 6.751 -0.441 -0.0176 -0.0020 0.0069 0.00
H 0.997 5.065 -0.472 0.0176 0.0176 0.0112 0.00
H -1.052 7.464 0.771 -0.0042 -0.0042 0.0167 0.00
H -1.977 6.402 1.798 -0.0076 -0.0110 -0.0078 0.00
H -2.692 7.242 -1.061 -0.0030 -0.0078 -0.0038 0.00
H -3.562 7.630 0.423 0.0057 0.0141 -0.0032 0.00
H -3.554 5.975 -0.190 -0.0102 0.0000 0.0075 0.00
H -1.942 4.477 2.552 0.0231 -0.0246 -0.0058 0.00
H -2.209 2.872 1.883 -0.0008 -0.1095 0.0122 0.00
H -3.213 4.230 1.349 0.0185 0.0184 -0.0033 0.00
H -0.042 3.465 -0.840 -0.0186 0.0306 0.0181 0.01
```
Positions in Å, forces in eV/Å.

Question: Look up the calculated total energy of the second one.
Answer: -234640.150 eV

Question: calculated total energy of number 1 (C41H52BrN6O12P3Y)?
Answer: -175833.561 eV

Question: Which of these has the highest calculated total energy?
Answer: C41H52BrN6O12P3Y